(1)
{
  "formula": "C27H31N4SiTi",
  "method": "ωB97M-V/def2-TZVPD",
  "e_homo_ev": [-13.51, -13.32],
  "total_charge": 2,
  "orbital_gap_ha": [0.2621, 0.2632],
  "energy_ha": -2405.019939,
  "spin_multiplicity": 2,
  "largest_force_ev_per_a": 0.7,
  "s_squared": 0.775,
  "elements": ["Ti", "C", "C", "C", "C", "C", "C", "C", "N", "N", "C", "C", "C", "C", "C", "C", "N", "C", "C", "C", "C", "C", "C", "N", "H", "H", "H", "H", "H", "H", "H", "H", "H", "H", "H", "H", "H", "H", "H", "H", "H", "H", "H", "H", "C", "Si", "C", "C", "C", "C", "C", "C", "C", "H", "H", "H", "H", "H", "H", "H", "H", "H", "H", "H"],
  "coordinates": [[-0.138, 0.086, 0.126], [-1.781, -2.130, 1.824], [-2.921, -1.702, 0.906], [-2.599, -1.835, -0.557], [-3.420, -2.562, -1.398], [-3.091, -2.695, -2.739], [-1.932, -2.107, -3.215], [-1.148, -1.402, -2.326], [-1.471, -1.255, -1.026], [-0.790, -1.052, 2.056], [0.486, -1.625, 2.538], [1.522, -0.542, 2.588], [2.482, -0.463, 3.575], [3.381, 0.594, 3.557], [3.269, 1.558, 2.571], [2.276, 1.419, 1.619], [1.423, 0.382, 1.611], [-1.317, -0.030, 2.994], [-1.854, 1.213, 2.324], [-2.684, 2.087, 3.005], [-3.117, 3.236, 2.365], [-2.727, 3.487, 1.056], [-1.905, 2.572, 0.435], [-1.470, 1.462, 1.061], [-2.177, -2.459, 2.789], [-1.251, -2.977, 1.385], [-3.797, -2.315, 1.115], [-3.229, -0.676, 1.132], [-4.313, -3.026, -1.004], [-3.731, -3.264, -3.401], [-1.628, -2.190, -4.248], [-0.222, -0.940, -2.644], [0.385, -2.114, 3.511], [0.787, -2.392, 1.818], [2.523, -1.215, 4.351], [4.148, 0.673, 4.317], [3.934, 2.408, 2.527], [2.145, 2.147, 0.835], [-2.100, -0.465, 3.621], [-0.518, 0.272, 3.674], [-2.986, 1.870, 4.021], [-3.764, 3.933, 2.882], [-3.055, 4.369, 0.525], [-1.569, 2.701, -0.586], [2.267, 2.931, -1.457], [1.097, 1.483, -1.699], [-0.170, 2.022, -3.000], [2.024, -0.026, -2.350], [2.234, -1.104, -1.483], [2.850, -2.285, -1.879], [3.287, -2.407, -3.188], [3.095, -1.355, -4.079], [2.468, -0.189, -3.668], [1.834, 3.743, -0.867], [2.521, 3.352, -2.433], [3.208, 2.625, -0.996], [-0.309, 3.105, -2.955], [-1.160, 1.566, -2.910], [0.195, 1.789, -4.003], [1.946, -1.039, -0.425], [2.997, -3.094, -1.175], [3.780, -3.313, -3.514], [3.443, -1.448, -5.099], [2.332, 0.609, -4.389]],
  "nbo_charge": [1.572, -0.210, -0.449, 0.253, -0.228, -0.089, -0.225, 0.081, -0.644, -0.511, -0.250, 0.210, -0.225, -0.095, -0.221, 0.083, -0.620, -0.275, 0.235, -0.231, -0.086, -0.232, 0.092, -0.621, 0.218, 0.226, 0.258, 0.237, 0.246, 0.252, 0.256, 0.242, 0.230, 0.239, 0.250, 0.254, 0.256, 0.243, 0.237, 0.250, 0.249, 0.254, 0.259, 0.232, -1.104, 0.860, -1.094, -0.494, -0.161, -0.211, -0.185, -0.181, -0.188, 0.242, 0.264, 0.243, 0.252, 0.230, 0.258, 0.146, 0.222, 0.237, 0.236, 0.221]
}


(2)
{
  "formula": "C27H31NO6",
  "method": "ωB97M-V/def2-TZVPD",
  "e_homo_ev": -8.47,
  "orbital_gap_ha": 0.3119,
  "energy_ha": -1553.734162,
  "largest_force_ev_per_a": 1.0,
  "relative_energy_kj_mol": 0.00,
  "elements": ["C", "C", "C", "C", "C", "H", "H", "C", "C", "C", "C", "C", "C", "C", "C", "C", "O", "C", "O", "H", "O", "C", "C", "O", "N", "H", "C", "C", "O", "O", "H", "H", "C", "C", "C", "C", "C", "C", "C", "H", "H", "H", "H", "H", "H", "H", "H", "H", "H", "H", "C", "H", "H", "H", "H", "H", "H", "H", "H", "H", "H", "H", "H", "H", "H"],
  "coordinates": [[0.170, 2.425, 3.014], [-1.284, 2.657, 3.412], [-2.061, 3.464, 2.372], [-2.353, 2.671, 1.101], [-3.005, 3.544, 0.031], [-2.331, 4.366, -0.216], [-3.927, 3.977, 0.424], [-3.344, 2.748, -1.238], [-2.145, 2.027, -1.783], [-1.074, 2.629, -2.375], [0.096, 1.835, -2.656], [1.372, 2.355, -2.924], [2.472, 1.538, -2.964], [2.339, 0.148, -2.809], [1.074, -0.403, -2.711], [-0.016, 0.445, -2.552], [-1.169, -0.140, -2.165], [-2.126, 0.598, -1.543], [-2.903, -0.016, -0.832], [0.898, -1.463, -2.636], [3.493, -0.552, -2.670], [3.434, -1.950, -2.481], [2.582, -2.486, -1.320], [2.222, -3.643, -1.331], [2.300, -1.626, -0.319], [2.575, -0.656, -0.388], [1.280, -1.931, 0.666], [0.059, -1.036, 0.405], [0.159, 0.164, 0.290], [-1.055, -1.716, 0.303], [-1.838, -1.166, 0.024], [0.996, -2.978, 0.527], [1.789, -1.694, 2.097], [0.783, -2.216, 3.086], [0.839, -3.537, 3.510], [-0.107, -4.034, 4.388], [-1.124, -3.215, 4.849], [-1.191, -1.899, 4.426], [-0.243, -1.403, 3.548], [-0.299, -0.377, 3.219], [-1.983, -1.256, 4.780], [-1.864, -3.603, 5.534], [-0.052, -5.063, 4.713], [1.629, -4.180, 3.149], [2.741, -2.214, 2.213], [1.948, -0.622, 2.240], [3.078, -2.453, -3.389], [4.472, -2.254, -2.311], [3.464, 1.944, -3.079], [1.504, 3.420, -3.029], [-1.030, 4.093, -2.675], [-0.582, 4.259, -3.653], [-0.422, 4.609, -1.932], [-2.024, 4.527, -2.666], [-4.099, 2.000, -0.991], [-3.762, 3.421, -1.990], [-1.425, 2.256, 0.707], [-3.013, 1.833, 1.336], [-1.487, 4.359, 2.117], [-3.007, 3.795, 2.809], [-1.781, 1.696, 3.563], [-1.306, 3.193, 4.364], [0.238, 1.838, 2.101], [0.672, 3.376, 2.847], [0.699, 1.896, 3.805]],
  "nbo_charge": [-0.623, -0.388, -0.386, -0.414, -0.375, 0.188, 0.204, -0.428, -0.158, 0.110, -0.110, -0.162, -0.277, 0.331, -0.345, 0.357, -0.461, 0.791, -0.632, 0.243, -0.484, -0.167, 0.651, -0.613, -0.609, 0.415, -0.158, 0.815, -0.659, -0.675, 0.527, 0.259, -0.410, -0.042, -0.206, -0.204, -0.220, -0.207, -0.164, 0.202, 0.210, 0.213, 0.213, 0.210, 0.224, 0.221, 0.210, 0.227, 0.230, 0.218, -0.660, 0.229, 0.234, 0.230, 0.240, 0.213, 0.213, 0.206, 0.188, 0.197, 0.191, 0.198, 0.221, 0.199, 0.207]
}


(3)
{
  "formula": "C27H32AsCl2N6O7Rb",
  "method": "ωB97M-V/def2-TZVPD",
  "e_homo_ev": -2.38,
  "total_charge": -2,
  "orbital_gap_ha": 0.2239,
  "energy_ha": -5083.630813,
  "largest_force_ev_per_a": 1.2,
  "relative_energy_kj_mol": 97.86,
  "elements": ["Rb", "O", "C", "O", "C", "O", "C", "C", "O", "O", "H", "H", "H", "H", "H", "Cl", "C", "C", "C", "Cl", "C", "C", "C", "C", "N", "C", "C", "O", "H", "H", "H", "H", "C", "C", "C", "C", "N", "N", "C", "H", "H", "H", "H", "H", "H", "H", "H", "C", "C", "As", "C", "C", "C", "C", "H", "H", "H", "H", "H", "H", "H", "H", "H", "H", "H", "H", "H", "H", "H", "O", "N", "C", "C", "N", "C", "N"],
  "coordinates": [[0.326, 1.288, 0.297], [-3.239, 0.129, 0.528], [-2.649, -0.095, 1.677], [-2.222, -1.169, 2.050], [-2.508, 1.142, 2.559], [-1.126, 1.393, 2.635], [-0.740, 2.552, 3.362], [0.798, 2.608, 3.448], [1.252, 3.310, 4.364], [1.407, 1.925, 2.584], [-3.298, -0.756, -0.060], [-2.923, 0.904, 3.546], [-3.049, 1.992, 2.130], [-1.149, 2.526, 4.377], [-1.108, 3.457, 2.861], [2.749, 4.885, -3.609], [1.007, 4.737, -3.513], [0.234, 5.500, -4.383], [-1.130, 5.424, -4.369], [-2.059, 6.408, -5.497], [-1.789, 4.556, -3.465], [-3.191, 4.396, -3.403], [-3.736, 3.523, -2.508], [-2.883, 2.805, -1.651], [-1.578, 2.935, -1.675], [-1.007, 3.784, -2.567], [0.471, 3.841, -2.554], [1.154, 3.145, -1.773], [0.727, 6.162, -5.084], [-3.817, 4.964, -4.080], [-4.807, 3.372, -2.456], [-3.288, 2.096, -0.936], [3.418, -4.095, -1.767], [2.809, -2.756, -2.011], [2.657, -2.004, -3.152], [1.967, -0.834, -2.747], [1.726, -0.867, -1.447], [2.245, -2.035, -1.023], [1.511, 0.324, -3.576], [3.932, -4.437, -2.664], [2.661, -4.838, -1.509], [4.145, -4.060, -0.953], [2.985, -2.264, -4.146], [2.146, -2.281, -0.052], [2.043, 0.346, -4.528], [1.672, 1.270, -3.056], [0.443, 0.247, -3.790], [3.723, -0.288, 2.639], [2.928, -1.593, 2.606], [0.988, -1.259, 2.342], [0.490, -0.896, 4.206], [0.919, -1.899, 5.269], [0.362, -3.144, 2.218], [1.341, -4.266, 2.546], [4.786, -0.479, 2.814], [3.359, 0.395, 3.406], [3.627, 0.257, 1.699], [3.088, -2.174, 3.516], [3.278, -2.225, 1.785], [-0.597, -0.815, 4.165], [0.876, 0.102, 4.421], [0.553, -2.904, 5.052], [0.519, -1.611, 6.246], [2.004, -1.952, 5.371], [-0.021, -3.262, 1.202], [-0.522, -3.192, 2.856], [2.192, -4.283, 1.860], [0.850, -5.241, 2.469], [1.751, -4.179, 3.554], [-3.443, -1.951, -0.813], [-4.031, -1.693, -1.915], [-4.262, -2.737, -2.690], [-3.886, -4.074, -2.315], [-3.623, -5.161, -2.045], [-4.946, -2.529, -3.935], [-5.496, -2.400, -4.939]],
  "lowdin_charge": [0.858, 0.059, -0.545, 0.062, -0.133, -0.290, -0.133, -0.723, -0.037, -0.232, 0.047, 0.133, 0.129, 0.123, 0.130, 0.616, -0.596, -0.171, -0.631, 0.593, -0.191, -0.051, -0.064, -0.138, 0.093, -0.136, -0.460, -0.168, 0.092, 0.077, 0.096, 0.089, -0.031, -0.318, 0.001, -0.343, 0.048, 0.026, -0.020, 0.072, 0.079, 0.074, 0.100, 0.100, 0.074, 0.059, 0.086, -0.173, -0.450, 1.184, -0.410, -0.167, -0.436, -0.186, 0.059, 0.059, 0.065, 0.043, 0.036, 0.054, 0.058, 0.051, 0.063, 0.055, 0.053, 0.055, 0.046, 0.063, 0.049, -0.121, -0.020, -0.333, -0.211, 0.125, -0.218, 0.107]
}